An isolated ion of composition C7H8N and charge +1 in a non-equilibrium geometry, computed with ωB97M-V with the def2-TZVPD basis set.

Output
gap between HOMO and LUMO: 9.9 eV
energy above the lowest of the compared OMol25 structures with the same formula, charge and spin: 1.259 eV
SMILES string: CC1=[NH+][C@@H]2[C@]34C[C@]23[C@@H]14
LUMO: -4.98 eV
net charge: +1
largest force on an atom: 4.1 eV/A
HOMO level: -14.836 eV
E_tot: -8867.213 eV

Geometry as XYZ:
```
16
Properties=species:S:1:pos:R:3:forces:R:3
C -2.20806 -0.26766 0.09200 -0.0305 2.2592 -1.1408
C -0.81100 0.01481 -0.15871 0.7209 1.0384 1.7496
N -0.41661 1.25513 -0.10590 2.3691 0.0799 -0.3827
C 1.00023 1.26138 0.06234 1.9254 -0.7078 -0.6613
C 1.57295 0.01798 -0.86877 -1.0540 0.7150 2.0355
C 2.70380 -0.33860 0.10943 -3.9900 0.6605 -0.6726
C 1.37583 -0.04051 0.73551 0.8800 0.7771 -0.6247
C 0.40325 -0.83461 -0.03288 -1.0612 2.7055 -1.1085
H -2.78183 0.35180 -0.62220 -0.4505 -1.2613 -0.0078
H -2.49330 0.14065 1.03677 0.2442 0.8318 0.8985
H -2.31719 -1.25791 0.29875 -1.1919 -3.0280 -0.7608
H -0.81116 2.12655 -0.37724 -1.3071 0.3849 0.1078
H 1.61878 2.21012 0.14740 -1.2098 -1.3297 -0.1194
H 3.42642 0.35400 0.17607 2.5458 2.3397 0.4128
H 2.98399 -1.29501 -0.00101 1.0885 -3.3584 0.1374
H 0.20178 -1.84399 -0.11970 0.5212 -2.1068 0.1370
```
Positions in Å, forces in eV/Å.

These are the natural (NBO) partial charges, in e, on atoms 1 to 5: number 1, C, carries -0.696; number 2, C, carries 0.493; number 3, N, carries -0.453; number 4, C, carries -0.088; number 5, C, carries 0.085

=====

One molecule with the formula C7H8N2 in a non-equilibrium geometry, computed with ωB97M-V with the def2-TZVPD basis set.

Output
gap between HOMO and LUMO: 9.3 eV
energy above the lowest of the compared OMol25 structures with the same formula, charge and spin: 5.191 eV
LUMO: 0.79 eV
largest force on an atom: 4.6 eV/A
HOMO level: -8.502 eV
E_tot: -10362.992 eV

Geometry as XYZ:
```
17
Properties=species:S:1:pos:R:3:forces:R:3
C 0.15211 -0.32114 -0.94699 -0.2270 0.6533 1.3539
C -0.58142 0.44392 -0.14863 -0.0238 0.2779 -2.0265
C -0.08786 1.86131 0.07004 1.3164 -2.8094 3.4369
C 2.31360 -1.18876 -0.31656 -0.7438 -0.6437 -0.1859
C 1.28960 -0.83662 -1.33043 -1.6647 0.0891 -3.0011
C 2.48252 -0.13166 0.69159 -0.5526 2.1038 0.4414
C -1.90352 0.10439 0.44933 0.1814 -0.1122 1.3527
N 1.39730 1.92659 0.10267 -0.8711 2.8805 -1.1832
N 1.97089 0.93034 0.35639 1.7070 -2.7925 1.8205
H -0.31217 2.63677 -0.52694 -1.3634 2.2161 -2.7054
H -0.51281 2.12193 1.04215 0.3274 0.2754 0.3416
H 1.94353 -2.01891 0.25861 0.2918 -0.8477 0.0024
H 3.20216 -1.41471 -0.81472 1.6642 -0.7184 -0.4190
H 1.36562 -0.93365 -2.46929 0.5616 -0.2094 1.7502
H -2.33534 1.00352 0.92945 0.2947 -0.6040 0.1297
H -1.74676 -0.72578 1.18796 -0.5046 0.7656 -0.4768
H -2.63404 -0.18013 -0.27264 -0.3936 -0.5243 -0.6314
```
Positions in Å, forces in eV/Å.

These are the natural (NBO) partial charges, in e, on atoms 1 to 5: number 1, C, carries 0.070; number 2, C, carries -0.079; number 3, C, carries -0.260; number 4, C, carries -0.501; number 5, C, carries -0.264

=====

A 2-piece molecular cluster, C7H8N2O overall in a non-equilibrium geometry, computed with ωB97M-V with the def2-TZVPD basis set.

Output
gap between HOMO and LUMO: 10.2 eV
energy above the lowest of the compared OMol25 structures with the same formula, charge and spin: 5.190 eV
LUMO: 0.61 eV
largest force on an atom: 5.1 eV/A
HOMO level: -9.548 eV
E_tot: -12411.209 eV

Geometry as XYZ:
```
18
Properties=species:S:1:pos:R:3:forces:R:3
C -2.22969 0.73394 0.16264 -0.5730 1.5774 -0.8429
C -1.36778 1.82975 0.14131 -3.4319 1.8484 -0.5575
C -1.78751 -0.56192 0.07076 0.9331 1.0313 -0.4438
C -0.05975 1.64587 0.14124 5.0420 0.1991 -0.9764
C -0.40748 -0.80319 -0.00701 0.4726 0.5788 0.4925
C 0.36586 0.37135 0.06488 2.3047 -3.9767 0.9720
C 0.05346 -2.23327 -0.27740 -4.3960 1.8038 0.7798
N 2.85640 1.20178 0.04310 -1.5060 0.9400 -0.1524
N 2.33794 0.10778 0.28144 -3.1689 0.8628 -0.9830
O 2.77052 -0.98808 0.57191 0.1170 0.0672 0.1825
H -3.23613 1.07230 -0.06202 -0.3628 -0.8418 0.4930
H -1.80908 2.83524 -0.10128 0.5073 -1.0274 0.7273
H -2.47805 -1.31811 -0.19554 -0.5450 -0.8977 0.2228
H 0.83106 2.28870 -0.08581 -1.2883 0.4109 0.7029
H -0.90706 -2.83155 -0.15815 1.5475 0.2860 -0.7949
H 0.51243 -2.16890 -1.19205 0.8282 -0.7381 -2.4911
H 0.72243 -2.52821 0.41244 2.3678 -1.1388 2.3896
H 3.83243 1.34654 0.18953 1.1518 -0.9853 0.2797
```
Positions in Å, forces in eV/Å.

These are the natural (NBO) partial charges, in e, on atoms 1 to 5: number 1, C, carries -0.197; number 2, C, carries -0.204; number 3, C, carries -0.205; number 4, C, carries -0.320; number 5, C, carries -0.060

=====

One molecule with the formula C7H8N2O2 in a non-equilibrium geometry, computed with ωB97M-V with the def2-TZVPD basis set.

Output
gap between HOMO and LUMO: 9.4 eV
energy above the lowest of the compared OMol25 structures with the same formula, charge and spin: 2.605 eV
SMILES string: O=C(Cc1ccccn1)NO
LUMO: 0.16 eV
largest force on an atom: 4.1 eV/A
HOMO level: -9.254 eV
E_tot: -14461.854 eV

Geometry as XYZ:
```
19
Properties=species:S:1:pos:R:3:forces:R:3
O 0.47565 -1.48454 -2.49960 0.6057 1.7619 1.6115
C 0.84871 -1.20778 -1.33424 -0.9224 -1.5892 -3.6645
C 1.24281 0.15950 -0.87159 0.3622 1.8200 -0.9214
C 0.06030 0.76170 -0.09099 1.3791 -0.8315 0.6065
C -0.67788 1.85828 -0.53681 -0.3096 -0.0326 3.0596
C -1.52741 2.50951 0.42370 0.3669 -1.4288 -0.7549
C -1.61028 1.87928 1.65497 -1.1477 0.8121 1.3498
C -0.93961 0.66169 1.94821 -0.7080 1.3687 -0.4180
N -0.09500 0.11790 1.10890 -0.6364 1.2385 -1.1087
N 0.78396 -2.29761 -0.52467 -1.5619 -0.2920 0.0961
O 1.11535 -2.20568 0.79423 0.1734 0.0273 1.4035
H 1.33505 0.86704 -1.74513 0.2147 -1.2777 0.4506
H 2.25470 0.16658 -0.35474 -1.5420 -0.0114 -0.0826
H -0.47340 2.30946 -1.45158 0.2399 0.4301 -1.5651
H -2.16712 3.39447 0.19446 0.9062 -0.7844 0.1552
H -2.25339 2.39825 2.42995 0.8430 -1.0492 -0.8179
H -1.08553 0.12768 2.86438 -0.1841 0.0268 0.5428
H -0.13625 -2.76932 -0.72773 1.5616 0.1311 0.4371
H 0.59539 -1.44755 1.18429 0.3596 -0.3196 -0.3796
```
Positions in Å, forces in eV/Å.

These are the natural (NBO) partial charges, in e, on atoms 1 to 5: number 1, O, carries -0.614; number 2, C, carries 0.633; number 3, C, carries -0.539; number 4, C, carries 0.228; number 5, C, carries -0.241

=====

One molecule with the formula C7H8N2O2S in a non-equilibrium geometry, computed with ωB97M-V with the def2-TZVPD basis set.

Output
gap between HOMO and LUMO (spin up / spin down): 6.5 / 6.1 eV
expectation value of S²: 2.0213
energy above the lowest of the compared OMol25 structures with the same formula, charge and spin: 0.000 eV
LUMO (spin up / spin down): 0.08 / -3.68 eV
largest force on an atom: 4.9 eV/A
HOMO level (spin up / spin down): -6.376 / -9.760 eV
E_tot: -25292.648 eV
multiplicity: 3

Geometry as XYZ:
```
20
Properties=species:S:1:pos:R:3:forces:R:3
C 0.66982 -0.20062 -0.10848 -2.3908 1.6934 1.3922
C -0.79107 0.18071 0.50517 2.3976 -1.3057 0.2061
C 1.17285 -1.63099 1.63117 0.4056 -0.5383 0.5279
C 0.92460 0.43288 -1.41828 -3.0027 1.9697 -0.7814
C 0.73359 -0.63152 2.66873 -2.5124 -0.8404 -0.9199
C -0.35140 0.07027 -2.27792 0.8702 1.6145 0.3487
C -1.51865 0.74863 -1.61122 -4.6259 0.1923 -1.7055
N 1.46950 -0.98033 0.46115 0.8491 -1.7335 -0.4322
N -1.68456 0.76506 -0.18413 2.3200 0.5978 -0.2507
O 1.32866 -2.82109 1.84817 -0.2563 1.5109 -0.3093
O -0.86800 1.63083 2.54371 0.1679 0.4587 0.9842
S -0.99519 0.18550 2.37042 1.4880 -0.9881 -1.2098
H 0.90023 1.56518 -1.29039 0.2473 -1.2887 -0.1432
H 1.79758 0.13963 -1.91886 1.3434 -0.6275 -0.1814
H 0.85945 -1.07281 3.59208 -0.9191 -1.3525 2.2486
H 1.37244 0.15426 2.78262 1.7499 2.6237 -0.6620
H -0.36000 0.46654 -3.31569 0.4314 -0.2182 0.6430
H -0.46506 -0.96788 -2.33328 -0.0408 -1.6811 0.0146
H -1.65022 1.71124 -2.17977 0.0989 -0.2329 1.5195
H -2.54457 0.25451 -1.76519 1.3786 0.1460 -1.2893
```
Positions in Å, forces in eV/Å.

These are the natural (NBO) partial charges, in e, on atoms 1 to 5: number 1, C, carries 0.281; number 2, C, carries -0.145; number 3, C, carries 0.661; number 4, C, carries -0.449; number 5, C, carries -0.687